Entry 1:
This record from OMol25 describes a gas-phase ion, C6H13N2 (charge +1). The level of theory is ωB97M-V/def2-TZVPD.

## Properties
2S+1: 1
Orbital gap (eV): 10.0108
ΔE to the lowest compared entry with this formula, charge and spin (kJ/mol): 357.2
Energy (eV): -9403.165
HOMO energy (eV): -14.907
Total charge: +1

The geometry in XYZ format:
```
21
Properties=species:S:1:pos:R:3:forces:R:3
C 1.18582 -1.44872 -0.18670 -0.2 -1.0 -0.3
C 3.18664 0.11233 0.08761 -3.0 -0.2 0.4
C -2.29095 -1.21340 0.03442 0.0 0.2 0.1
C -0.07674 1.99456 -0.02798 0.0 -0.1 0.0
C -1.79961 0.18642 0.38352 0.1 -0.2 -0.2
C -0.44142 0.53253 -0.24966 -0.6 0.8 -0.6
N 0.51975 -0.32759 0.40695 1.9 0.1 1.2
N 1.94542 -0.29144 0.12449 1.5 0.1 -0.6
H 1.31663 -2.32780 0.43972 0.0 0.1 0.1
H 1.04496 -1.66910 -1.24518 0.0 0.2 0.0
H 3.44032 1.12112 0.38211 -0.1 0.1 0.0
H 3.93194 -0.60255 -0.22772 0.0 -0.1 0.0
H -3.27933 -1.36294 0.45597 -0.1 -0.1 0.0
H -2.35861 -1.33922 -1.04318 0.0 -0.1 -0.1
H -1.64205 -1.98550 0.44055 0.1 -0.1 0.1
H -0.73204 2.62451 -0.62412 0.0 0.0 0.0
H -0.19589 2.27518 1.01562 0.0 0.0 0.1
H 0.94900 2.20375 -0.32852 0.0 0.0 -0.1
H -2.52409 0.91896 0.02411 0.1 0.1 0.0
H -1.71592 0.29303 1.46663 0.0 0.1 0.0
H -0.46383 0.30587 -1.32866 0.0 0.0 0.1
```
Forces are in eV/Å.

Entry 2:
This record from OMol25 describes a molecular structure, C22H29N3OS. The level of theory is ωB97M-V/def2-TZVPD.

## Properties
2S+1: 1
Orbital gap (eV): 8.2569
ΔE to the lowest compared entry with this formula, charge and spin (kJ/mol): 1926.6
Energy (eV): -40618.491
HOMO energy (eV): -7.845

The geometry in XYZ format:
```
56
Properties=species:S:1:pos:R:3:forces:R:3
S 2.67005 0.60447 0.69284 2.6 1.2 0.8
C 1.20747 0.26383 0.09454 -0.6 -1.7 0.1
N 0.32903 -0.50414 0.76589 2.4 -2.5 6.4
C 0.83147 -1.02642 2.19446 0.4 1.1 1.5
C 1.27892 -2.48658 2.23601 -9.9 1.1 3.5
C 2.23224 -3.10669 1.69389 7.3 0.7 -3.9
C 2.40943 -4.50265 1.75642 13.0 10.3 -8.5
C 1.61561 -5.32792 2.01865 -10.3 -7.8 5.9
C 0.46406 -4.87303 2.65810 -3.4 3.4 1.5
C 0.18580 -3.40999 2.79870 2.4 -4.0 -1.5
H -0.84498 -3.19662 3.14043 1.0 0.6 0.0
H -0.26836 -5.62185 3.05747 0.5 1.0 -0.4
H 1.90037 -6.29677 2.13456 0.2 -3.1 -0.5
H 3.24197 -4.81951 1.01554 -0.5 0.4 1.8
H 3.01924 -2.37575 1.07763 -1.8 -2.3 1.7
H -0.03648 -0.89918 3.02918 1.8 -0.1 -2.4
H 1.76995 -0.47873 2.60513 -2.1 -0.2 -1.2
C -0.97172 -0.97959 0.55925 1.0 7.5 -10.2
C -1.09681 -1.66440 -0.95984 1.9 -2.6 6.3
C -0.27336 -2.82269 -1.05535 3.5 -1.2 -1.9
C -0.19355 -3.53049 -2.31988 -7.8 4.8 3.4
C -1.43018 -3.36147 -3.13149 1.0 6.8 8.4
C -2.29017 -2.22982 -2.95485 2.3 -2.8 3.7
C -2.21097 -1.54827 -1.65304 0.4 -2.0 -6.1
H -2.68585 -0.68599 -1.81145 -2.5 3.6 1.0
H -2.99642 -1.88304 -3.64136 -1.0 0.1 -1.1
H -1.26126 -3.71537 -3.95507 0.5 -4.3 -9.3
H 0.34138 -4.29670 -2.62330 3.2 -3.4 -0.7
H 0.57915 -3.07699 -0.28576 -1.9 1.0 -1.4
H -1.57951 0.01138 0.44324 0.1 -1.7 0.4
H -1.42692 -1.56140 1.14559 -2.6 -4.6 5.2
N 0.92064 0.46975 -1.16848 -8.2 -2.3 -0.8
C 1.43068 1.42234 -2.00619 3.8 1.8 1.9
H 1.70328 0.95263 -2.88192 0.4 -0.4 -2.4
C 0.72796 2.69133 -2.06646 -4.8 0.3 -5.0
H -0.49078 2.45335 -2.59143 3.2 0.8 1.9
C 0.73622 3.51812 -0.91829 -4.4 -0.3 5.5
N -0.86913 4.13778 -0.50006 10.4 3.7 -7.8
C -1.73871 3.26154 -0.18959 -5.6 -4.9 1.6
C -3.15139 3.89695 -0.17942 8.7 7.0 -7.2
O -3.05540 5.27841 0.80196 -5.8 -7.1 0.5
C -2.11676 5.87049 0.33423 10.9 12.3 -2.8
C -0.54737 5.24622 0.27928 -4.6 2.9 -2.3
H 0.26875 5.99637 -0.03813 -1.8 -1.2 -0.4
H -0.27077 4.93628 1.17161 1.3 -1.3 5.1
H -1.90479 7.06209 0.91977 -0.7 -3.1 -0.5
H -2.13023 6.50562 -0.70655 -0.8 -2.2 1.2
H -3.80441 3.59461 0.36422 -8.3 -4.8 5.4
H -3.26468 4.35254 -1.33323 -0.5 -1.2 3.3
H -1.83434 2.27932 -0.82967 0.5 1.8 0.6
H -1.48231 2.95083 0.78270 -0.5 -1.6 2.3
H 0.78974 2.80515 -0.02469 0.8 1.5 -0.5
H 1.40881 4.39114 -0.90912 -0.5 -0.6 0.1
H 1.10093 3.40184 -2.77665 0.5 -0.5 -1.5
H 2.38700 1.72436 -1.44896 -0.5 -0.7 -1.1
H -0.32789 0.15440 -1.36938 5.0 1.3 0.3
```
Forces are in eV/Å.

Entry 3:
This record from OMol25 describes a molecular structure, C6H13N3. The level of theory is ωB97M-V/def2-TZVPD.

## Properties
2S+1: 1
Orbital gap (eV): 10.3185
ΔE to the lowest compared entry with this formula, charge and spin (kJ/mol): 308.2
Energy (eV): -10883.027
HOMO energy (eV): -18.248
Total charge: +2

The geometry in XYZ format:
```
22
Properties=species:S:1:pos:R:3:forces:R:3
C -0.97772 0.03103 2.52590 3.1 3.4 -3.7
C 1.51692 1.29151 -0.01751 -5.6 1.4 2.0
C -1.18753 -0.03100 3.90219 -1.2 -2.0 2.3
C -0.45408 -0.83457 -0.51296 -1.9 2.1 -1.6
C -0.55930 -0.51511 -2.01403 -1.1 -3.9 -0.7
C -0.21505 0.50635 0.15307 2.7 0.8 0.3
N 2.01259 0.98396 -1.07951 1.3 -1.4 -2.1
N -0.50484 0.39011 1.50417 -2.3 -1.7 4.3
N 0.76415 -0.68803 -2.68042 0.0 -2.1 0.7
H 1.52823 2.27798 0.58442 0.8 -1.8 -0.5
H -2.22321 0.22589 4.21837 0.6 -0.2 -0.4
H -0.98474 -1.09749 4.12741 -0.6 0.0 0.2
H -0.47104 0.42702 4.59058 0.2 0.7 -0.8
H -1.41573 -1.32243 -0.21045 0.8 0.7 0.1
H 0.33440 -1.45745 -0.29364 1.7 -1.8 0.4
H -1.33425 -1.25504 -2.44761 1.4 1.1 0.3
H -0.95838 0.41282 -2.23106 -0.6 2.1 -0.2
H -0.85087 1.28473 -0.23169 -0.1 0.5 -0.3
H 2.82854 1.40695 -1.49281 0.6 0.7 0.3
H 0.86248 -0.23710 -3.57686 -0.5 0.0 -0.7
H 0.80839 -1.78285 -2.84952 0.9 2.9 0.5
H 1.48104 -0.01727 -1.96804 -0.4 -1.4 -0.5
```
Forces are in eV/Å.

Entry 4:
This record from OMol25 describes C12H24O4S2 in the gas phase. The level of theory is ωB97M-V/def2-TZVPD.

## Properties
2S+1: 1
Orbital gap (eV): 8.8335
ΔE to the lowest compared entry with this formula, charge and spin (kJ/mol): 1211.3
Energy (eV): -42680.318
HOMO energy (eV): -8.324

The geometry in XYZ format:
```
42
Properties=species:S:1:pos:R:3:forces:R:3
C 2.06666 3.28835 -5.55593 10.3 7.9 1.8
C 2.24689 3.32931 -4.04831 5.2 1.1 -0.6
C 2.45725 1.93826 -3.28894 0.3 2.0 -7.4
C 2.67277 2.16861 -1.92892 -0.6 -0.2 1.5
C 2.71613 0.75399 -1.39829 11.5 6.4 4.9
C 3.02175 1.10758 0.21368 -0.3 0.6 -0.1
C 3.19556 -0.09419 0.96089 3.9 -8.4 3.9
C 2.11033 -1.32403 0.86642 -0.5 4.9 0.2
H 1.91509 -1.57685 -0.16156 -0.3 -0.2 -0.2
H 2.13966 -2.12622 1.53602 1.0 -1.3 0.8
S 0.74730 -0.33741 1.67556 -3.1 -0.8 -16.7
O 0.84574 -0.43397 2.97932 1.6 -1.2 15.2
C -0.77150 -1.77077 0.94338 4.2 2.2 12.8
C -1.17364 -1.32448 -0.15599 -5.4 3.8 -14.4
H -1.40413 -2.27948 -0.96587 0.5 2.9 1.8
H -0.62796 -0.43778 -0.77140 -0.8 -1.9 1.3
S -2.97954 -0.48460 0.11427 5.3 -1.0 2.7
O -2.99087 0.82887 -0.48466 -1.4 -0.8 -0.3
O -3.83833 -1.64862 0.04897 -1.5 1.0 -0.8
C -2.51817 -0.32852 2.03530 -5.6 -7.5 -1.2
H -1.93974 0.40894 2.12237 3.6 6.9 1.0
C -1.63678 -1.53901 2.24228 -1.2 -5.5 -1.3
O -2.48007 -2.82274 2.18632 -1.8 2.2 -1.8
H -3.13343 -2.57533 1.42696 1.3 -1.4 1.9
H -1.10436 -1.97646 3.15225 -0.1 2.5 -0.8
H -3.54037 -0.49941 2.53715 1.9 1.0 -0.4
H -0.28042 -2.63603 0.99297 1.7 -3.5 0.4
H 3.55954 -0.17087 2.17700 -1.4 1.3 -3.1
H 4.14166 -0.68041 0.59327 -1.2 1.2 0.2
H 2.14717 1.59755 0.74943 1.1 0.4 -1.4
H 4.03183 1.56792 0.48616 -1.6 0.5 -1.2
H 3.68819 0.20551 -1.75403 -2.2 0.7 0.4
H 1.92098 0.29600 -1.35610 -8.1 -4.8 -0.5
H 3.57007 2.79744 -1.87157 0.2 -0.7 0.6
H 1.87674 2.81347 -1.54775 -0.2 -0.4 0.6
H 3.43281 1.47113 -3.69911 -1.6 0.5 0.1
H 1.59583 1.31606 -3.65479 0.7 0.2 0.9
H 3.22477 4.21280 -3.82620 -2.1 -3.0 -0.5
H 1.56029 3.97175 -3.66576 -2.9 1.1 1.7
H 1.35416 2.78885 -5.74931 -9.3 -7.2 -3.1
H 1.88149 4.32415 -6.03219 0.3 -1.4 1.0
H 3.04150 2.96424 -6.00787 -1.1 -0.2 0.1
```
Forces are in eV/Å.